[1]
{"formula": "C14H16", "method": "ωB97M-V/def2-TZVPD", "largest_force_ev_per_a": 4.6, "e_homo_ev": -8.84, "smiles": "Cc1ccccc1.Cc1ccccc1", "total_charge": 0, "orbital_gap_ha": 0.357, "elements": ["C", "C", "C", "C", "C", "C", "C", "H", "H", "H", "H", "H", "H", "H", "H", "C", "C", "C", "C", "C", "C", "C", "H", "H", "H", "H", "H", "H", "H", "H"], "xyz": [[2.271813, -1.355041, 0.708342], [1.275589, -2.191470, 1.394362], [0.568987, -2.899942, 0.445249], [-0.341901, -3.848918, 0.913925], [-0.778576, -3.902571, 2.267048], [-0.015804, -3.183703, 3.195069], [0.987227, -2.275353, 2.777098], [2.118304, -0.276219, 0.839355], [2.402279, -1.495969, -0.417304], [3.291273, -1.631878, 1.160413], [0.432536, -2.813819, -0.587722], [-0.944964, -4.337008, 0.257854], [-1.743074, -4.286992, 2.460645], [-0.375172, -3.208096, 4.200738], [1.633587, -1.751240, 3.531690], [-2.973114, 2.799436, -1.547647], [-1.428497, 2.799527, -1.544587], [-0.616604, 3.220347, -2.610059], [0.723636, 2.964091, -2.522977], [1.379111, 2.370142, -1.471463], [0.561074, 2.194664, -0.358791], [-0.844479, 2.168154, -0.512492], [-3.070313, 3.931138, -1.507182], [-3.422385, 2.346482, -0.705044], [-3.354955, 2.516699, -2.574476], [-1.064634, 3.640877, -3.482859], [1.223481, 3.016816, -3.497744], [2.348100, 2.039488, -1.605304], [1.092068, 1.895902, 0.620598], [-1.334606, 1.554450, 0.173270]], "atomic_forces_ev_per_a": [[3.28, 1.12, 0.01], [-0.43, 0.44, -0.91], [-2.33, -2.83, 2.75], [-0.31, 1.81, 2.87], [2.56, 1.26, -1.59], [-0.56, 0.86, -0.85], [0.73, -1.09, -0.19], [0.14, -0.16, 0.22], [-0.57, -0.20, 1.61], [-1.12, 0.74, -0.69], [1.24, 0.77, -1.53], [-1.48, -1.47, -2.11], [-0.52, -0.97, 0.61], [0.24, 0.15, 0.71], [-0.86, -0.41, -0.92], [1.85, 3.09, -2.90], [-1.89, -1.18, -1.19], [-0.87, 0.01, 1.53], [0.63, -0.41, -3.05], [-2.97, 1.29, 0.92], [1.64, -1.72, 1.25], [3.21, 0.53, 1.18], [-0.96, -1.17, 0.17], [-0.41, -0.60, 0.60], [0.12, -0.04, 1.40], [-0.08, 0.26, -0.50], [0.28, 0.38, 0.44], [2.01, -0.26, 0.37], [-1.30, 0.04, -1.55], [-1.27, -0.23, 1.34]], "mulliken_charge": [-0.957, 1.018, -0.498, -0.679, -0.461, -0.378, -0.494, 0.080, 0.275, 0.311, 0.322, 0.389, 0.393, 0.362, 0.320, -1.185, 0.812, -0.522, -0.277, -0.542, -0.519, -0.507, 0.283, 0.351, 0.273, 0.394, 0.258, 0.460, 0.339, 0.381]}

***

[2]
{"formula": "C14H16", "method": "ωB97M-V/def2-TZVPD", "largest_force_ev_per_a": 1.2, "e_homo_ev": -9.03, "smiles": "Cc1ccccc1.Cc1ccccc1", "total_charge": 0, "orbital_gap_ha": 0.367, "elements": ["C", "C", "C", "C", "C", "C", "C", "H", "H", "H", "H", "H", "H", "H", "H", "C", "C", "C", "C", "C", "C", "C", "H", "H", "H", "H", "H", "H", "H", "H"], "xyz": [[0.795710, 2.031049, -2.661721], [1.064058, 0.556710, -2.703150], [1.578386, -0.034186, -3.863009], [2.100550, -1.311444, -3.858871], [2.109831, -2.028079, -2.663887], [1.437989, -1.545874, -1.560457], [0.914430, -0.250214, -1.590343], [0.578093, 2.456160, -3.647198], [1.676386, 2.573260, -2.296372], [0.014466, 2.242808, -1.937504], [1.600843, 0.554464, -4.767371], [2.527543, -1.764039, -4.738320], [2.510386, -3.030929, -2.598662], [1.460654, -2.051249, -0.604497], [0.565808, 0.215705, -0.679658], [-1.970564, 2.429576, 1.743191], [-1.762142, 1.037549, 2.319807], [-1.119329, 0.041329, 1.563917], [-0.585916, -1.088856, 2.139554], [-0.790195, -1.317048, 3.500571], [-1.466788, -0.397466, 4.262757], [-1.943412, 0.781604, 3.662734], [-1.422972, 3.114580, 2.387319], [-3.020481, 2.694770, 1.802069], [-1.667912, 2.465721, 0.698275], [-1.109400, 0.195885, 0.488075], [-0.079579, -1.834805, 1.543371], [-0.345389, -2.204824, 3.933539], [-1.636343, -0.497096, 5.326708], [-2.353673, 1.537812, 4.338058]], "atomic_forces_ev_per_a": [[0.15, 0.17, 0.16], [0.19, -0.37, -0.63], [0.03, 0.30, -0.07], [0.02, -0.19, 0.59], [-0.66, -0.74, -0.09], [0.24, 1.06, 0.29], [0.61, 0.20, 0.32], [-0.23, -0.16, 0.22], [0.03, -0.19, -0.05], [-0.31, 0.19, -0.15], [0.09, 0.08, -0.18], [0.06, 0.11, -0.22], [0.24, 0.03, -0.22], [-0.15, -0.32, -0.13], [-0.19, -0.16, 0.10], [-0.57, -0.96, 0.43], [0.88, -0.07, -0.21], [-0.56, 0.65, -0.45], [-0.62, -0.21, 0.24], [0.69, -0.44, -0.13], [-0.59, 0.91, -0.27], [0.24, -0.06, 0.94], [0.14, 0.25, -0.36], [-0.23, 0.21, -0.05], [0.18, 0.20, 0.11], [0.37, -0.09, 0.12], [0.05, 0.03, -0.08], [-0.15, 0.00, 0.16], [0.15, -0.31, -0.01], [-0.08, -0.12, -0.37]], "mulliken_charge": [-1.224, 0.375, -0.362, -0.656, -0.389, -0.637, 0.211, 0.359, 0.281, 0.248, 0.326, 0.381, 0.341, 0.316, 0.391, -1.142, 0.239, -0.113, -0.401, -0.442, -0.492, -0.356, 0.319, 0.323, 0.232, 0.516, 0.312, 0.352, 0.365, 0.325]}